Record 1
# C20H23CeF6IO7P3S5

A structure of composition C20H23CeF6IO7P3S5 at a distorted geometry (ωB97M-V with the def2-TZVPD basis set, the Open Molecules 2025 dataset).

Summary:
Frontier orbital gap (alpha / beta): 3.6999 / 3.7118 eV
Energy relative to the best compared isomer or geometry (same formula, charge and spin): 50.5 kcal per mole
Total charge: -2
Highest occupied orbital energy (alpha / beta): -1.413 / -1.419 eV
Spin multiplicity: 2

```
66
C20H23CeF6IO7P3S5, DFT ωB97M-V with the def2-TZVPD basis set
Ce 0.22 -0.70 0.20
I 3.28 -1.29 0.89
C 2.71 0.61 3.04
C 3.81 0.91 3.77
C 3.68 1.82 4.83
C 2.46 2.38 5.09
C 1.32 2.08 4.30
C 0.08 2.69 4.53
C -0.97 2.43 3.69
C -0.84 1.53 2.63
C 0.33 0.83 2.34
C 1.43 1.14 3.21
H 4.76 0.45 3.55
H 4.55 2.08 5.44
H 2.34 3.10 5.90
H -0.02 3.39 5.36
H -1.92 2.94 3.86
H -1.72 1.39 2.01
S -0.35 -7.70 -4.63
C -0.28 -6.25 -3.83
S -1.02 -4.80 -4.43
C -0.38 -3.69 -3.22
C 0.35 -4.22 -2.21
S 1.19 -3.44 -0.98
S 0.47 -6.02 -2.29
S -0.62 -1.99 -3.61
C 2.84 3.62 -1.14
C 1.98 2.40 -0.81
O 2.19 1.96 0.50
P 2.19 1.07 -2.05
O 1.72 1.70 -3.43
O 3.77 0.92 -2.30
O 1.58 -0.21 -1.68
P 0.14 2.66 -1.01
O -0.23 3.87 0.02
O -0.08 3.18 -2.41
O -0.55 1.44 -0.56
H 3.89 3.37 -1.03
H 2.60 4.43 -0.45
H 2.64 3.94 -2.16
H 2.89 1.27 0.56
H 0.87 2.23 -3.22
H 4.04 1.32 -3.12
H -0.04 4.71 -0.40
C -3.33 0.34 -2.37
C -2.86 -1.11 -2.15
C -3.53 -1.99 -3.22
C -3.37 -1.58 -0.78
C -1.29 -1.13 -2.14
H -4.42 0.43 -2.26
H -3.07 0.68 -3.37
H -2.86 1.01 -1.65
H -4.62 -1.94 -3.11
H -3.22 -3.03 -3.12
H -3.26 -1.66 -4.22
H -4.47 -1.58 -0.76
H -3.02 -0.91 0.00
H -3.02 -2.59 -0.58
H -0.98 -0.11 -2.47
F -1.17 -3.08 0.95
P -1.43 -2.65 2.51
F -1.67 -2.14 4.02
F -1.87 -1.16 1.96
F -2.97 -3.13 2.40
F -1.00 -4.10 3.04
F 0.14 -2.14 2.58
```

---

Record 2
# C32H50N10O4

A cluster of 8 separate species, C32H50N10O4 in total at a distorted geometry (ωB97M-V with the def2-TZVPD basis set, the Open Molecules 2025 dataset).

Summary:
Frontier orbital gap: 8.2013 eV
Structure (SMILES): CN(C)C(=O)CC1=C(N)C(=O)C(CCCO)=C(CCCCCN)C1=O.CC#N.CC#N.CC#N.CC#N.CC#N.CC#N.CC#N
Highest occupied orbital energy: -8.727 eV
Spin multiplicity: 1

```
96
C32H50N10O4, DFT ωB97M-V with the def2-TZVPD basis set
C -3.02 2.92 4.53
N -3.21 1.47 4.54
C -2.24 0.80 5.41
C -3.33 0.84 3.29
O -3.69 -0.33 3.21
C -3.00 1.59 2.01
C -1.57 1.44 1.53
C -0.94 2.46 0.95
N -1.48 3.77 0.81
C 0.44 2.23 0.42
O 1.29 3.11 0.42
C 0.69 0.87 -0.13
C 1.61 0.78 -1.31
C 1.02 1.61 -2.47
C -0.38 1.15 -2.82
O -1.36 2.00 -2.19
C 0.09 -0.17 0.47
C 0.23 -1.62 0.11
C 1.65 -2.22 0.22
C 2.64 -1.44 1.10
C 3.66 -2.38 1.80
C 5.10 -1.87 1.72
N 5.34 -0.87 2.79
C -0.82 0.15 1.62
O -0.92 -0.62 2.56
H -3.70 3.41 3.85
H -2.00 3.22 4.29
H -3.25 3.29 5.52
H -1.22 0.97 5.04
H -2.33 1.20 6.41
H -2.47 -0.26 5.44
H -3.65 1.18 1.24
H -3.23 2.65 2.06
H -0.98 4.21 0.03
H -1.19 4.32 1.61
H 1.71 -0.24 -1.67
H 2.57 1.20 -1.02
H 1.68 1.55 -3.33
H 0.94 2.65 -2.17
H -0.52 1.22 -3.90
H -0.56 0.13 -2.51
H -1.97 2.30 -2.86
H -0.12 -1.71 -0.92
H -0.46 -2.22 0.70
H 2.07 -2.33 -0.78
H 1.56 -3.22 0.61
H 2.14 -0.88 1.88
H 3.23 -0.79 0.45
H 3.58 -3.40 1.44
H 3.42 -2.39 2.86
H 5.27 -1.38 0.77
H 5.76 -2.72 1.86
H 5.94 -1.25 3.51
H 5.82 -0.07 2.41
C 0.54 -1.75 5.22
C 1.94 -1.89 5.60
N 3.04 -2.00 5.90
H -0.01 -2.66 5.47
H 0.10 -0.91 5.75
H 0.46 -1.57 4.15
C -3.23 -3.52 3.02
C -2.25 -4.13 3.91
N -1.49 -4.62 4.62
H -3.37 -2.47 3.28
H -2.88 -3.58 1.99
H -4.18 -4.05 3.10
C 0.19 -0.66 -7.16
C 0.48 -0.88 -5.75
N 0.70 -1.05 -4.63
H 0.21 -1.61 -7.69
H -0.80 -0.21 -7.27
H 0.94 -0.01 -7.59
C 2.68 2.67 -9.94
C 2.73 1.35 -9.33
N 2.78 0.31 -8.85
H 3.38 2.73 -10.76
H 1.67 2.88 -10.30
H 2.94 3.43 -9.20
C 6.86 2.37 -10.58
C 5.87 3.21 -11.23
N 5.08 3.87 -11.74
H 7.84 2.55 -11.02
H 6.90 2.59 -9.51
H 6.60 1.32 -10.71
C -3.43 -7.91 3.40
C -3.94 -7.10 2.30
N -4.32 -6.45 1.43
H -3.36 -7.31 4.30
H -4.10 -8.75 3.58
H -2.44 -8.29 3.15
C -7.09 4.47 4.77
C -5.82 4.95 5.29
N -4.81 5.33 5.71
H -7.84 5.26 4.84
H -6.98 4.18 3.73
H -7.42 3.61 5.35
```

---

Record 3
# C11H16NO2

A cluster of 2 separate species, C11H16NO2 in total at a distorted geometry (ωB97M-V with the def2-TZVPD basis set, the Open Molecules 2025 dataset).

Summary:
Frontier orbital gap (alpha / beta): 8.9926 / 8.2976 eV
Energy relative to the best compared isomer or geometry (same formula, charge and spin): 98.1 kcal per mole
Total charge: +1
Highest occupied orbital energy (alpha / beta): -12.149 / -11.940 eV
Spin multiplicity: 1

```
30
C11H16NO2, DFT ωB97M-V with the def2-TZVPD basis set
C -3.68 -2.14 -0.71
C -3.15 -1.28 -1.61
C -3.05 -2.48 0.47
C -1.99 -0.58 -1.25
C -1.86 -1.90 0.78
C -1.42 -0.95 -0.07
C 0.29 2.74 0.13
C 0.03 2.20 1.51
C 0.88 0.59 0.15
C 3.18 1.02 -0.61
C 2.50 -1.18 0.54
N 2.14 -0.02 -0.32
O 0.45 1.57 -0.70
O 0.79 1.00 1.44
H -4.46 -2.78 -1.01
H -3.70 -1.12 -2.55
H -3.51 -3.15 1.08
H -1.51 0.14 -1.83
H -1.38 -2.23 1.69
H -0.67 3.35 -0.33
H 1.20 3.37 0.09
H 0.45 2.86 2.21
H -1.04 2.03 1.62
H 3.31 1.31 0.40
H 4.12 0.87 -1.14
H 2.55 1.72 -1.12
H 1.65 -1.79 0.51
H 3.33 -1.72 0.17
H 2.72 -0.99 1.63
H 1.84 -0.45 -1.19
```

---

Record 4
# C4H8N2O

An isolated molecule of C4H8N2O (ωB97M-V with the def2-TZVPD basis set, the Open Molecules 2025 dataset).

Summary:
Frontier orbital gap: 9.8270 eV
Energy relative to the best compared isomer or geometry (same formula, charge and spin): 42.1 kcal per mole
Structure (SMILES): NC(=O)CN1CC1
Highest occupied orbital energy: -8.964 eV
Spin multiplicity: 1

```
15
C4H8N2O, DFT ωB97M-V with the def2-TZVPD basis set
N 2.07 -0.54 -0.92
C 1.07 -0.73 -0.01
O 0.60 -1.83 0.20
C 0.62 0.53 0.73
N -0.78 0.90 0.64
C -1.81 -0.13 0.64
C -1.49 0.62 -0.60
H 2.47 -1.36 -1.36
H 2.50 0.35 -1.09
H 0.85 0.37 1.79
H 1.20 1.40 0.40
H -1.48 -1.17 0.68
H -2.69 0.12 1.22
H -0.97 0.07 -1.38
H -2.15 1.41 -0.95
```

---

Record 5
# C4H10O4

A cluster of 2 separate species, C4H10O4 in total at a distorted geometry (ωB97M-V with the def2-TZVPD basis set, the Open Molecules 2025 dataset).

Summary:
Frontier orbital gap: 11.1929 eV
Energy relative to the best compared isomer or geometry (same formula, charge and spin): 10.8 kcal per mole
Structure (SMILES): O=C(O)CCCO.O
Highest occupied orbital energy: -10.475 eV
Spin multiplicity: 1

```
18
C4H10O4, DFT ωB97M-V with the def2-TZVPD basis set
O -0.52 3.01 0.64
C -1.05 2.03 1.09
O -2.32 2.04 1.56
C -0.41 0.67 1.27
C 1.09 0.75 1.02
C 1.76 -0.60 0.78
O 2.94 -0.47 0.00
H -2.78 2.83 1.22
H -0.61 0.44 2.32
H -0.85 -0.07 0.63
H 1.56 1.18 1.90
H 1.43 1.41 0.23
H 1.11 -1.22 0.15
H 1.92 -1.20 1.68
H 3.59 0.11 0.41
H -1.58 -3.35 -5.13
H -3.05 -3.67 -5.12
O -2.22 -3.90 -4.66
```

---

Record 6
# C7H15O4Si2

A structure of composition C7H15O4Si2 at a distorted geometry (ωB97M-V with the def2-TZVPD basis set, the Open Molecules 2025 dataset).

Summary:
Frontier orbital gap: 7.2475 eV
Total charge: -1
Highest occupied orbital energy: -4.250 eV
Spin multiplicity: 1

```
28
C7H15O4Si2, DFT ωB97M-V with the def2-TZVPD basis set
C 3.15 -1.85 2.92
C 2.54 -0.78 2.84
Si 1.25 0.62 2.97
O -0.10 0.19 2.02
Si -1.56 0.14 2.97
C -2.46 -1.54 2.87
O -2.52 -2.26 1.86
O -3.00 -1.94 4.00
H 3.52 -2.85 3.19
H 1.85 1.87 2.47
H 0.90 0.77 4.39
H -2.44 1.20 2.42
H -1.26 0.43 4.39
C -0.44 -0.57 -1.10
C 0.63 0.44 -1.47
O 1.24 0.18 -2.73
C 0.38 0.19 -3.86
C -0.33 1.51 -4.07
H -0.03 -1.58 -1.09
H -0.85 -0.35 -0.12
H -1.27 -0.57 -1.81
H 1.42 0.39 -0.73
H 0.23 1.46 -1.44
H -0.33 -0.64 -3.79
H 1.02 -0.01 -4.73
H -0.99 1.76 -3.23
H -0.95 1.47 -4.97
H 0.39 2.32 -4.18
```

---

Record 7
# C11H22N6O4

An isolated molecule of C11H22N6O4 at a distorted geometry (ωB97M-V with the def2-TZVPD basis set, the Open Molecules 2025 dataset).

Summary:
Frontier orbital gap: 9.3533 eV
Energy relative to the best compared isomer or geometry (same formula, charge and spin): 76.5 kcal per mole
Structure (SMILES): [H]/N=C(\N)NCCC[C@H](N)C(=O)N[C@@H](CCC(N)=O)C(=O)O
Highest occupied orbital energy: -9.083 eV
Spin multiplicity: 1

```
43
C11H22N6O4, DFT ωB97M-V with the def2-TZVPD basis set
C -0.33 0.60 -0.24
C 0.69 -0.51 0.18
C -1.57 -0.07 -0.76
C -2.16 -1.23 0.01
C -3.58 -1.57 -0.42
C -4.99 0.14 0.68
C 2.76 -1.54 -0.71
C 3.11 -2.71 0.33
C 3.82 -0.42 -0.50
C 3.51 1.16 -0.48
C 4.41 1.72 0.65
H -0.31 2.47 -0.49
H -0.53 1.80 -1.81
H -0.53 0.89 0.78
H -1.55 -0.27 -1.83
H -2.21 0.86 -0.75
H -1.34 -2.05 -0.02
H -2.17 -0.97 1.09
H -4.10 -2.29 0.22
H -3.48 -2.01 -1.43
H -4.92 -0.08 -1.32
H -4.79 0.28 2.53
H -6.87 0.81 0.82
H -5.81 1.93 1.27
H 1.11 -0.55 -1.67
H 3.09 -2.04 -1.68
H 4.47 -0.64 0.41
H 4.49 -0.50 -1.32
H 2.45 1.38 -0.25
H 3.79 1.86 -1.33
H 4.81 3.61 1.38
H 3.76 3.57 -0.03
H 1.89 -1.95 1.65
N 0.12 1.77 -1.06
N -4.67 -0.51 -0.45
N -4.48 -0.29 1.81
N -5.92 1.18 0.60
N 1.42 -1.02 -0.89
N 4.30 3.13 0.70
O 0.82 -0.77 1.34
O 4.02 -3.44 0.11
O 5.00 1.04 1.42
O 2.45 -2.78 1.48
```

---

no.,M (g mol⁻¹)
1,1009.7
2,638.8
3,194.3
4,100.1
5,122.1
6,219.4
7,302.3